(1)
C8H5F3N2O2 | ωB97M-V/def2-TZVPD

Computed properties:
**Energy relative to the best compared isomer or geometry (same formula, charge and spin)**: 2.394 eV
**Gap between HOMO and LUMO (alpha / beta)**: 0.3140 / 0.3140 Ha
**HOMO level (alpha / beta)**: -9.14 / -9.14 eV

Positions of all 20 atoms, in Å:
C 0.96 0.30 1.25
C 0.07 -0.46 1.98
C 0.91 0.10 -0.15
C -1.07 -0.98 1.50
C -0.15 -0.52 -0.65
C -1.20 -1.09 0.12
C -2.45 -1.24 -0.58
C -4.09 -0.07 0.47
N -0.82 3.02 0.23
N -1.41 2.78 -0.66
O -2.81 -1.81 -1.52
O -1.89 2.39 -1.61
F -4.38 -0.56 1.71
F -3.56 1.19 0.56
F -5.26 0.02 -0.24
H 1.77 0.86 1.74
H 0.12 -0.35 3.07
H 1.37 0.79 -0.85
H -1.81 -1.33 2.17
H -0.23 -0.62 -1.71

---

(2)
C11H13OPS | ωB97M-V/def2-TZVPD

Computed properties:
**Energy relative to the best compared isomer or geometry (same formula, charge and spin)**: 1.197 eV
**SMILES**: CC1(C)O[C@@H]1C=P(=S)c1ccccc1
**Gap between HOMO and LUMO**: 0.2750 Ha
**HOMO level**: -7.91 eV

Positions of all 27 atoms, in Å:
C -1.94 0.63 3.08
C -2.65 0.39 1.92
C -0.72 1.30 3.09
C -2.21 0.76 0.69
C -0.32 1.90 1.90
C -0.95 1.52 0.70
C 0.11 -0.56 -1.80
C 0.21 0.94 -2.09
C 1.26 -1.51 -1.56
C 1.12 -2.72 -0.60
C 2.66 -0.99 -1.64
O 0.51 -1.48 -2.82
P -0.35 2.08 -0.89
S 0.03 3.99 -1.13
H -2.48 0.32 4.03
H -3.52 -0.30 2.04
H -0.25 1.37 4.03
H -2.66 0.56 -0.29
H 0.37 2.67 1.92
H -0.83 -0.70 -1.23
H 0.48 1.32 -3.10
H 1.94 -3.33 -0.79
H 0.16 -3.15 -0.80
H 1.14 -2.43 0.44
H 3.32 -1.79 -1.32
H 2.67 -0.10 -1.10
H 2.91 -0.70 -2.70

---

(3)
C23H38INO13 | ωB97M-V/def2-TZVPD

Computed properties:
**Energy relative to the best compared isomer or geometry (same formula, charge and spin)**: 0.000 eV
**SMILES**: C[C@@H](I)CN(O)C(=O)OCOc1ccccc1.CCOC(=O)OC.CCOC(=O)OC.CCOC(=O)OC
**Gap between HOMO and LUMO**: 0.3568 Ha
**HOMO level**: -9.43 eV

Positions of all 76 atoms, in Å:
C 4.15 0.13 -1.07
C 2.64 0.15 -1.16
I 2.06 2.12 -1.85
C 2.09 -0.88 -2.14
N 1.94 -2.24 -1.58
O 2.70 -2.42 -0.41
C 0.59 -2.65 -1.38
O 0.21 -3.75 -1.61
O -0.19 -1.68 -0.88
C -1.53 -2.09 -0.65
O -2.28 -0.93 -0.39
C -3.09 -0.55 -1.47
C -4.46 -0.58 -1.30
C -5.29 -0.20 -2.35
C -4.74 0.19 -3.56
C -3.36 0.22 -3.71
C -2.52 -0.13 -2.66
H 4.61 0.02 -2.05
H 4.48 -0.68 -0.42
H 4.53 1.05 -0.64
H 2.23 0.03 -0.17
H 2.79 -0.94 -2.97
H 1.14 -0.56 -2.56
H 2.14 -2.30 0.36
H -1.58 -2.73 0.23
H -1.94 -2.63 -1.49
H -4.90 -0.89 -0.36
H -6.36 -0.22 -2.24
H -5.35 0.48 -4.40
H -2.92 0.53 -4.65
H -1.45 -0.09 -2.75
C -0.80 5.23 -8.86
C -2.03 4.49 -8.37
O -1.68 3.48 -7.41
C -1.50 3.92 -6.17
O -1.64 5.05 -5.78
O -1.19 2.87 -5.41
C -0.97 3.19 -4.03
H -0.06 4.53 -9.24
H -1.07 5.93 -9.66
H -0.34 5.80 -8.05
H -2.50 3.96 -9.20
H -2.76 5.17 -7.95
H -1.81 3.72 -3.61
H -0.06 3.77 -3.92
H -0.85 2.24 -3.51
C -3.18 0.49 2.81
C -2.06 -0.53 2.88
O -1.20 -0.28 4.00
C -1.63 -0.73 5.18
O -2.64 -1.35 5.38
O -0.71 -0.42 6.10
C -1.04 -0.83 7.43
H -2.77 1.50 2.80
H -3.76 0.34 1.90
H -3.84 0.41 3.66
H -1.43 -0.45 2.00
H -2.45 -1.54 2.93
H -1.28 -1.89 7.45
H -1.88 -0.25 7.80
H -0.16 -0.64 8.03
C 6.18 -2.51 6.83
C 5.92 -1.64 5.62
O 4.94 -2.23 4.76
C 3.67 -2.05 5.12
O 3.29 -1.41 6.07
O 2.89 -2.66 4.23
C 1.49 -2.53 4.49
H 6.46 -3.52 6.52
H 7.00 -2.10 7.43
H 5.30 -2.59 7.46
H 6.82 -1.55 5.02
H 5.60 -0.64 5.92
H 1.20 -1.48 4.60
H 1.22 -3.09 5.38
H 0.97 -2.95 3.63

---

(4)
C6H10O | ωB97M-V/def2-TZVPD

Computed properties:
**Energy relative to the best compared isomer or geometry (same formula, charge and spin)**: 2.145 eV
**SMILES**: C=C(C)CCC=O
**Gap between HOMO and LUMO**: 0.3573 Ha
**HOMO level**: -9.02 eV

Positions of all 17 atoms, in Å:
O 0.19 0.37 -2.89
C 0.74 -0.11 -1.93
C 1.43 0.75 -0.80
C 0.94 0.37 0.64
C -0.38 -0.42 0.62
C -0.60 -1.61 1.19
C -1.67 0.45 0.41
H 0.52 -1.18 -1.60
H 1.45 1.79 -1.02
H 2.51 0.39 -0.84
H 1.88 -0.03 1.17
H 0.60 1.39 1.12
H -1.54 -1.76 1.67
H -0.01 -2.49 1.12
H -2.35 0.12 -0.43
H -2.31 0.50 1.38
H -1.39 1.49 0.18

---

(5)
CH4OS2 | ωB97M-V/def2-TZVPD

Computed properties:
**Energy relative to the best compared isomer or geometry (same formula, charge and spin)**: 2.923 eV
**Gap between HOMO and LUMO (alpha / beta)**: 0.2891 / 0.2889 Ha
**HOMO level (alpha / beta)**: -9.34 / -9.34 eV

Positions of all 8 atoms, in Å:
C -0.94 -0.46 -0.32
O -0.28 -1.49 0.02
S 1.43 1.16 0.05
S 2.19 -0.57 0.24
H -1.60 -0.09 0.43
H -1.40 -0.45 -1.31
H -0.14 0.49 -0.26
H 0.75 1.41 1.15

---

(6)
C2H7N2 | ωB97M-V/def2-TZVPD

Computed properties:
**Energy relative to the best compared isomer or geometry (same formula, charge and spin)**: 1.217 eV
**Total charge**: +1
**SMILES**: C/[NH+]=C/N
**Gap between HOMO and LUMO**: 0.4287 Ha
**HOMO level**: -15.66 eV

Positions of all 11 atoms, in Å:
C -1.46 -0.35 0.79
N 1.71 0.47 -0.85
C 0.45 0.42 -0.52
N -0.18 -0.59 0.03
H -1.15 0.24 1.72
H -2.25 0.10 0.23
H -1.66 -1.43 1.03
H 2.46 -0.16 -0.47
H 2.04 1.41 -1.05
H -0.39 1.25 -0.85
H 0.44 -1.36 -0.05

---

(7)
C3H8O2Si | ωB97M-V/def2-TZVPD

Computed properties:
**Energy relative to the best compared isomer or geometry (same formula, charge and spin)**: 3.585 eV
**SMILES**: O=[SiH2].C=C(C)O
**Gap between HOMO and LUMO**: 0.3346 Ha
**HOMO level**: -9.06 eV

Positions of all 14 atoms, in Å:
C -0.61 0.03 0.27
C -1.75 -0.14 -0.69
C 0.20 1.07 0.35
O -0.59 -0.96 1.21
O 2.81 -0.27 0.73
Si 2.55 0.00 -0.76
H -2.73 -0.11 -0.28
H -1.73 0.65 -1.46
H -1.54 -1.17 -1.13
H 0.24 1.79 -0.43
H 0.58 1.24 1.30
H 0.13 -0.65 1.79
H 3.23 0.97 -1.65
H 1.64 -0.70 -1.65

---

(8)
C5H8O2 | ωB97M-V/def2-TZVPD

Computed properties:
**Energy relative to the best compared isomer or geometry (same formula, charge and spin)**: 2.503 eV
**SMILES**: C#C[C@H](O)CCO
**Gap between HOMO and LUMO**: 0.3943 Ha
**HOMO level**: -9.97 eV

Positions of all 15 atoms, in Å:
O -1.13 -1.61 -0.79
C 0.21 -1.56 -0.38
C 0.92 -0.28 -0.81
C 0.33 0.99 -0.18
O -0.92 1.23 -0.84
C 0.05 0.91 1.26
C -0.45 0.95 2.36
H -1.50 -0.72 -0.67
H 0.71 -2.42 -0.84
H 0.30 -1.68 0.72
H 0.82 -0.16 -1.89
H 1.99 -0.34 -0.57
H 1.01 1.83 -0.38
H -1.39 1.89 -0.31
H -0.94 0.97 3.31

---

(9)
C4H5N3OS | ωB97M-V/def2-TZVPD

Computed properties:
**Energy relative to the best compared isomer or geometry (same formula, charge and spin)**: 5.980 eV
**Spin multiplicity**: 3
**Gap between HOMO and LUMO (alpha / beta)**: 0.2880 / 0.2531 Ha
**HOMO level (alpha / beta)**: -7.19 / -7.99 eV

Positions of all 14 atoms, in Å:
C -0.52 -0.23 1.27
C -0.85 0.68 0.33
C 0.31 -1.36 1.54
C 0.32 -2.24 0.52
N 0.78 1.16 -2.86
N -2.15 0.92 0.79
N -0.13 1.14 -0.70
O -1.87 -0.06 1.82
S 1.08 0.46 -1.48
H 0.47 -1.63 2.52
H 0.30 -2.13 -0.54
H 1.62 1.45 -3.40
H -2.59 1.73 1.26
H -0.45 1.74 -1.51

---

(10)
C30H34ClN6SeV | ωB97M-V/def2-TZVPD

Computed properties:
**Total charge**: +2
**Gap between HOMO and LUMO (alpha / beta)**: 0.1642 / 0.1646 Ha
**HOMO level (alpha / beta)**: -12.17 / -12.17 eV

Positions of all 73 atoms, in Å:
V -1.61 0.15 1.14
C -0.97 -3.17 2.34
C -1.36 -3.62 0.94
C -0.98 -2.66 -0.19
N -1.60 -1.33 -0.11
C -2.59 -1.02 -1.00
C -3.41 -2.03 -1.54
C -4.38 -1.98 -2.51
C -4.75 -0.91 -3.32
C -4.27 0.38 -3.26
C -3.41 0.95 -2.34
C -2.73 0.39 -1.25
N -2.01 1.18 -0.38
C -1.86 2.62 -0.67
C -1.23 3.38 0.47
C -1.91 3.06 1.79
N -1.47 1.72 2.21
C -0.98 1.51 3.46
C -1.35 2.31 4.55
C -0.93 2.26 5.87
C 0.05 1.46 6.44
C 0.80 0.47 5.82
C 0.71 -0.03 4.53
C -0.14 0.35 3.49
N -0.17 -0.30 2.29
C 0.82 -1.33 1.97
C 0.49 -2.73 2.51
H -1.16 -4.00 3.02
H -1.63 -2.37 2.68
H -2.43 -3.83 0.92
H -0.85 -4.56 0.71
H -1.24 -3.10 -1.15
H 0.09 -2.51 -0.23
H -3.26 -3.00 -1.09
H -4.89 -2.92 -2.70
H -5.49 -1.12 -4.08
H -4.65 1.06 -4.01
H -3.24 2.01 -2.48
H -2.87 3.02 -0.84
H -1.28 2.73 -1.59
H -1.32 4.44 0.25
H -0.17 3.14 0.54
H -3.00 3.09 1.71
H -1.61 3.79 2.54
H -2.10 3.06 4.33
H -1.41 2.96 6.53
H 0.26 1.63 7.48
H 1.54 -0.02 6.44
H 1.37 -0.86 4.32
H 1.79 -0.99 2.34
H 0.94 -1.32 0.89
H 0.74 -2.78 3.57
H 1.16 -3.43 2.00
C 1.87 -0.68 -4.27
N 2.83 -0.01 -3.42
C 2.59 0.53 -2.21
Se 0.98 0.60 -1.29
N 3.75 1.05 -1.77
C 4.77 0.84 -2.70
C 6.11 1.17 -2.72
C 6.84 0.80 -3.83
C 6.24 0.11 -4.90
C 4.89 -0.22 -4.88
C 4.18 0.16 -3.75
H 0.91 -0.70 -3.75
H 2.20 -1.70 -4.47
H 1.77 -0.15 -5.21
H 3.83 1.53 -0.90
H 6.58 1.71 -1.90
H 7.89 1.04 -3.89
H 6.84 -0.17 -5.75
H 4.43 -0.75 -5.70
Cl -3.53 -0.32 1.96

---

(11)
C11H13ClNO | ωB97M-V/def2-TZVPD

Computed properties:
**Energy relative to the best compared isomer or geometry (same formula, charge and spin)**: 1.649 eV
**Total charge**: +1
**Gap between HOMO and LUMO**: 0.3163 Ha
**HOMO level**: -12.78 eV

Positions of all 27 atoms, in Å:
C -3.97 0.56 -0.13
C -3.42 -0.70 -0.35
C -3.09 1.67 0.17
C -2.03 -0.95 -0.23
C -1.73 1.46 0.26
C -1.22 0.20 0.08
C 0.13 -0.18 0.06
C 1.47 0.51 -1.54
C 2.67 -0.10 -0.87
C 0.69 -1.94 1.57
C 3.53 0.98 -0.15
N 1.00 -0.98 0.54
O 2.27 -1.14 0.00
Cl 2.54 1.87 1.01
H -5.06 0.80 -0.33
H -4.02 -1.49 -0.65
H -3.36 2.71 0.34
H -1.49 -1.79 -0.42
H -1.09 2.24 0.62
H 1.00 -0.01 -2.32
H 1.44 1.51 -1.54
H 3.43 -0.65 -1.42
H 1.44 -2.13 2.41
H 0.76 -2.89 1.22
H -0.36 -1.82 1.93
H 4.12 1.61 -0.75
H 4.34 0.63 0.47

---

(12)
C3H9N3O2 | ωB97M-V/def2-TZVPD

Computed properties:
**Energy relative to the best compared isomer or geometry (same formula, charge and spin)**: 8.856 eV
**Gap between HOMO and LUMO (alpha / beta)**: 0.3298 / 0.3298 Ha
**HOMO level (alpha / beta)**: -8.20 / -8.20 eV

Positions of all 17 atoms, in Å:
C 2.34 0.18 0.23
N -0.26 -0.11 -0.84
C -0.18 -0.53 0.44
N -2.19 1.58 -0.10
N -0.20 -1.03 -1.80
C -0.70 -0.71 1.63
O 1.47 -0.90 0.41
O -1.99 0.30 -0.48
H -1.75 2.25 -0.74
H -1.88 1.75 0.86
H -0.12 -0.63 -2.73
H -0.54 -1.97 -1.61
H 3.37 -0.17 0.37
H 2.28 0.59 -0.79
H 2.14 0.99 0.94
H -0.05 -0.95 2.45
H -1.76 -0.65 1.78

---

(13)
CEuF3OS | ωB97M-V/def2-TZVPD

Computed properties:
**Total charge**: +2
**Spin multiplicity**: 7
**Gap between HOMO and LUMO (alpha / beta)**: 0.2057 / 0.3269 Ha
**HOMO level (alpha / beta)**: -19.26 / -19.32 eV

Positions of all 7 atoms, in Å:
Eu 2.35 -0.84 -0.42
S -0.13 1.65 0.33
O 1.24 1.11 -0.16
C -1.18 0.36 0.09
F -2.39 0.43 0.52
F 1.14 -2.26 0.53
F -1.02 -0.44 -0.89

---

(14)
C6H24N12O6 | ωB97M-V/def2-TZVPD

Computed properties:
**Energy relative to the best compared isomer or geometry (same formula, charge and spin)**: 1.575 eV
**SMILES**: NC(N)=O.NC(N)=O.NC(N)=O.NC(N)=O.NC(N)=O.NC(N)=O
**Gap between HOMO and LUMO**: 0.3392 Ha
**HOMO level**: -9.47 eV

Positions of all 48 atoms, in Å:
C 2.55 -1.68 4.17
O 2.91 -1.72 5.32
N 2.71 -2.72 3.27
N 1.82 -0.66 3.65
H 3.29 -3.49 3.55
H 2.68 -2.42 2.31
H 1.78 0.19 4.18
H 1.63 -0.65 2.66
C 5.33 0.10 0.36
O 6.48 -0.31 0.36
N 4.23 -0.69 0.27
N 5.05 1.44 0.50
H 3.28 -0.32 0.15
H 4.41 -1.68 0.18
H 4.08 1.68 0.57
H 5.87 2.02 0.52
C -1.32 -1.73 -3.58
O -1.11 -2.51 -2.67
N -0.70 -1.75 -4.79
N -2.11 -0.63 -3.39
H -0.87 -1.05 -5.49
H 0.09 -2.35 -4.95
H -2.41 -0.03 -4.13
H -2.59 -0.68 -2.51
C -3.24 -0.82 2.61
O -4.04 0.10 2.65
N -2.65 -1.38 3.70
N -2.83 -1.33 1.40
H -2.89 -1.18 4.65
H -1.81 -1.90 3.51
H -2.21 -2.12 1.41
H -3.21 -0.80 0.65
C -3.72 3.41 -2.29
O -4.70 2.91 -2.81
N -3.56 4.74 -1.99
N -2.59 2.67 -2.04
H -2.88 4.92 -1.27
H -4.26 5.41 -2.21
H -2.59 1.71 -2.33
H -1.66 3.05 -1.92
C 0.68 0.45 -0.29
O 1.73 0.44 0.36
N -0.53 0.65 0.27
N 0.65 0.07 -1.60
H -0.77 0.67 1.24
H -1.32 0.40 -0.30
H -0.22 -0.18 -2.01
H 1.57 -0.21 -1.91

---

(15)
C39H35AlClN2Si2 | ωB97M-V/def2-TZVPD

Computed properties:
**Energy relative to the best compared isomer or geometry (same formula, charge and spin)**: 2.271 eV
**Total charge**: +1
**Gap between HOMO and LUMO**: 0.1521 Ha
**HOMO level**: -8.30 eV

Positions of all 80 atoms, in Å:
C -2.64 3.12 -0.01
C -1.37 3.06 0.69
C -0.36 3.06 -0.31
H -1.22 3.23 1.75
C -0.96 3.10 -1.58
C -2.37 2.97 -1.42
H -3.11 3.02 -2.22
H -3.59 3.45 0.41
H 0.71 3.14 -0.10
H -0.46 3.26 -2.54
Al -2.37 1.06 -0.15
Si 2.28 0.60 -0.86
C 3.16 -0.30 0.53
C 3.65 -1.61 0.36
H 3.48 -2.16 -0.58
C 4.30 -2.24 1.42
H 4.53 -3.30 1.35
C 4.61 -1.51 2.57
H 5.12 -2.00 3.40
C 4.22 -0.18 2.68
H 4.44 0.39 3.58
C 3.48 0.43 1.67
H 3.11 1.45 1.75
C 3.71 0.26 -2.09
C 4.98 0.78 -1.77
H 5.06 1.58 -1.02
C 6.13 0.25 -2.35
H 7.11 0.60 -2.03
C 6.03 -0.74 -3.35
H 6.93 -1.16 -3.81
C 4.76 -1.16 -3.76
H 4.65 -1.90 -4.56
C 3.59 -0.63 -3.16
H 2.60 -0.93 -3.52
H 2.24 2.03 -0.54
Si 0.84 -2.84 0.08
C 0.62 -1.78 -1.42
C 0.65 -0.26 -1.31
H 0.04 0.08 -0.47
C 0.46 0.50 -2.54
H 0.70 1.56 -2.54
C -0.05 -0.10 -3.66
H -0.35 0.54 -4.50
C -0.14 -1.49 -3.73
H -0.50 -1.94 -4.66
C 0.21 -2.30 -2.65
H 0.15 -3.39 -2.76
C 0.80 -2.02 1.79
C 0.40 -0.71 2.13
H -0.04 -0.07 1.37
C 0.59 -0.18 3.41
H 0.21 0.82 3.63
C 1.27 -0.90 4.38
H 1.48 -0.46 5.35
C 1.71 -2.19 4.05
H 2.30 -2.76 4.78
C 1.46 -2.74 2.80
H 1.84 -3.74 2.56
H -0.07 -3.94 0.00
Cl -2.09 -1.10 -0.22
C -3.62 0.88 3.89
C -4.97 0.54 3.75
C -5.49 0.34 2.48
C -4.67 0.53 1.36
N -3.37 0.92 1.52
C -2.83 1.04 2.75
C -5.13 0.45 -0.02
C -6.38 0.00 -0.43
C -6.69 0.02 -1.79
C -5.72 0.40 -2.72
C -4.45 0.74 -2.25
N -4.20 0.85 -0.94
H -3.16 1.05 4.86
H -5.62 0.47 4.63
H -6.53 0.10 2.29
H -1.77 1.26 2.82
H -7.09 -0.32 0.33
H -7.69 -0.25 -2.13
H -5.90 0.44 -3.79
H -3.61 0.92 -2.92

---

| no. | calculated total energy (eV) |
| --- | --- |
| 1 | -23599.92861 |
| 2 | -33786.49656 |
| 3 | -60674.07355 |
| 4 | -8429.09506 |
| 5 | -24816.35169 |
| 6 | -5160.24878 |
| 7 | -15211.67635 |
| 8 | -9407.32933 |
| 9 | -21572.53140 |
| 10 | -144145.56294 |
| 11 | -27666.01908 |
| 12 | -11815.20328 |
| 13 | -41380.59437 |
| 14 | -36783.20064 |
| 15 | -78859.51394 |